{"formula": "C22H19F2N5O2S3Ti", "method": "the ωB97M-V functional and the def2-TZVPD basis", "multiplicity": 2, "total_charge": 1, "lumo_ev": [-2.97, -2.99], "e_tot_ha": -3517.680654, "s_squared": 0.76, "species": ["Ti", "F", "C", "C", "C", "C", "C", "F", "C", "C", "C", "C", "C", "C", "N", "H", "H", "H", "H", "H", "H", "O", "C", "C", "C", "C", "C", "C", "C", "O", "N", "N", "C", "S", "C", "C", "S", "H", "H", "H", "H", "H", "H", "H", "H", "H", "N", "C", "N", "S", "H", "H", "H", "H"], "xyz": [[0.1632, 0.2977, 0.7507], [-0.8289, -5.1119, 0.4415], [-0.8089, -3.9681, 1.1373], [-0.2209, -2.8513, 0.5780], [-0.1838, -1.6692, 1.3069], [-0.7308, -1.6315, 2.6071], [-1.3549, -2.7777, 3.0945], [-1.9278, -2.7787, 4.3139], [-1.4004, -3.9570, 2.3871], [-0.5298, -0.3955, 3.4061], [-1.0485, -0.1319, 4.6744], [-0.7245, 1.0444, 5.3182], [0.1306, 1.9543, 4.7101], [0.5992, 1.6488, 3.4559], [0.2747, 0.5175, 2.8098], [0.1917, -2.9324, -0.4206], [-1.8735, -4.8357, 2.8001], [-1.6958, -0.8504, 5.1467], [-1.1321, 1.2470, 6.2996], [0.4252, 2.8746, 5.1920], [1.2690, 2.3204, 2.9324], [2.8111, -1.4874, -3.2985], [1.5281, -1.8170, -3.5132], [1.2739, -2.6821, -4.5792], [-0.0135, -3.0896, -4.8474], [-1.0872, -2.6515, -4.0674], [-0.8449, -1.7844, -3.0285], [0.4537, -1.3430, -2.7388], [0.6481, -0.3987, -1.6398], [-0.3992, 0.1672, -1.0863], [1.8607, -0.1243, -1.2174], [1.8906, 0.8648, -0.1774], [2.4553, 1.9661, -0.5605], [2.7141, 3.2578, 0.5648], [3.0253, 4.4871, -0.7270], [3.8222, 3.7870, -1.8103], [3.0099, 2.2076, -2.1719], [2.8720, -0.9695, -2.4724], [2.1119, -3.0262, -5.1687], [-0.1907, -3.7700, -5.6703], [-2.0905, -2.9946, -4.2751], [-1.6593, -1.4465, -2.4003], [3.5826, 5.3061, -0.2755], [2.0729, 4.8582, -1.1024], [4.8442, 3.5887, -1.4906], [3.8399, 4.3674, -2.7316], [-4.2464, 2.3798, 0.2571], [-3.0714, 1.8223, -0.0410], [-2.8961, 1.3199, -1.2510], [-1.8734, 1.8264, 1.1956], [-4.9956, 2.4512, -0.4108], [-4.3747, 2.7722, 1.1736], [-3.6421, 1.3058, -1.9270], [-2.0244, 0.8356, -1.4524]], "atomic_forces_ev_per_a": [[-0.9, 0.5, 0.5], [0.0, 0.0, 0.0], [0.0, -0.1, 0.0], [0.0, 0.1, -0.1], [-0.1, -0.2, 0.2], [0.0, 0.1, 0.2], [0.0, 0.0, 0.1], [0.0, 0.0, 0.0], [0.0, 0.0, -0.1], [0.2, -0.1, 0.1], [-0.1, -0.2, -0.1], [0.0, 0.1, 0.0], [0.0, 0.0, 0.1], [0.1, -0.1, -0.1], [0.0, 0.1, 1.2], [0.0, 0.0, 0.0], [0.0, 0.0, 0.0], [0.0, 0.0, 0.0], [0.0, 0.0, 0.0], [0.0, 0.0, 0.0], [-0.1, 0.0, 0.0], [0.0, 0.0, 0.0], [0.1, -0.1, 0.0], [-0.1, 0.0, 0.0], [0.0, 0.0, 0.0], [0.1, 0.0, 0.0], [-0.1, 0.0, 0.0], [0.1, 0.0, 0.0], [0.1, 0.1, -0.3], [0.0, -0.3, -1.1], [0.1, 0.0, 0.0], [0.1, 0.2, -1.1], [0.1, -0.3, 0.3], [0.0, 0.1, 0.2], [0.0, 0.0, 0.0], [0.0, 0.1, 0.0], [0.1, -0.1, -0.2], [0.0, 0.0, 0.0], [0.0, 0.0, 0.0], [0.0, 0.0, 0.0], [0.0, 0.0, 0.0], [0.0, 0.0, 0.0], [0.0, 0.0, 0.0], [0.0, 0.0, 0.0], [0.0, 0.0, 0.0], [0.0, 0.0, 0.0], [0.1, 0.0, 0.0], [-0.1, 0.1, 0.0], [0.1, -0.1, 0.1], [0.2, -0.2, 0.0], [0.0, 0.0, 0.0], [0.0, 0.0, 0.0], [0.0, 0.0, 0.0], [0.0, 0.0, -0.1]]}

{"formula": "C22H19F3LiN3STe", "method": "the ωB97M-V functional and the def2-TZVPD basis", "total_charge": 0, "lumo_ev": 0.11, "e_tot_ha": -1987.326728, "species": ["Li", "C", "N", "C", "C", "N", "C", "S", "C", "C", "C", "C", "C", "N", "H", "H", "H", "H", "H", "H", "H", "H", "H", "Te", "C", "C", "C", "C", "C", "C", "C", "C", "C", "C", "C", "C", "H", "H", "H", "H", "H", "H", "H", "H", "H", "H", "F", "C", "F", "F"], "xyz": [[0.0397, 0.1063, 0.0921], [-1.5393, -4.1513, 3.0247], [-0.4944, -4.3659, 2.0636], [-0.0349, -5.5537, 1.5628], [0.8798, -5.2769, 0.6124], [0.9781, -3.8963, 0.4996], [0.1338, -3.3338, 1.4337], [-0.0510, -1.7599, 1.8999], [1.7209, -3.2301, -0.4697], [2.7633, -3.8957, -1.1250], [3.4361, -3.2373, -2.1326], [3.0778, -1.9353, -2.4493], [2.0649, -1.3503, -1.7108], [1.3942, -1.9749, -0.7561], [-1.7876, -5.0810, 3.5296], [-2.4261, -3.7517, 2.5259], [-1.2111, -3.4070, 3.7508], [-0.3819, -6.4990, 1.9301], [1.4456, -5.9357, -0.0097], [3.0563, -4.8945, -0.8488], [4.2356, -3.7362, -2.6585], [3.5865, -1.3971, -3.2331], [1.7646, -0.3255, -1.8888], [0.3885, 2.4790, -1.7740], [1.7946, 3.5246, -3.0479], [3.0756, 3.8840, -2.6549], [3.9365, 4.5008, -3.5483], [3.5226, 4.7637, -4.8436], [2.2364, 4.4358, -5.2367], [1.3806, 3.8213, -4.3408], [-0.1689, 4.2196, -0.6852], [0.5671, 4.6760, 0.3918], [0.1332, 5.7835, 1.1025], [-1.0532, 6.4090, 0.7568], [-1.7882, 5.9504, -0.3222], [-1.3405, 4.8613, -1.0493], [3.4125, 3.6790, -1.6457], [4.9402, 4.7621, -3.2399], [4.2057, 5.2106, -5.5511], [1.9036, 4.6459, -6.2444], [0.3748, 3.5630, -4.6491], [1.4657, 4.1554, 0.7003], [0.7168, 6.1571, 1.9323], [-1.4213, 7.2394, 1.3445], [-2.7107, 6.4437, -0.5952], [-1.9212, 4.4836, -1.8813], [-2.8309, 1.0705, 1.2882], [-1.6827, 1.1585, 0.5543], [-0.9044, 2.0675, 1.3066], [-2.0829, 1.9882, -0.5280]], "atomic_forces_ev_per_a": [[-0.1, -0.7, 0.4], [-0.4, 0.2, 0.4], [0.4, 0.3, -0.5], [0.5, -0.3, -0.4], [-0.2, -0.5, 0.1], [-0.8, -0.3, 0.7], [0.1, 0.5, 0.3], [-0.2, 0.6, 0.2], [0.7, 0.5, -0.7], [-0.2, 0.1, 0.2], [-0.1, 0.1, 0.0], [0.1, -0.1, 0.0], [0.3, 0.0, -0.4], [-0.3, -0.2, 0.2], [0.1, -0.1, -0.1], [0.1, 0.0, 0.1], [0.0, -0.1, 0.0], [0.0, -0.1, 0.0], [0.0, -0.2, -0.1], [0.0, -0.1, 0.1], [0.1, 0.0, 0.0], [0.0, 0.1, 0.0], [0.1, 0.1, -0.2], [0.4, 0.9, -0.5], [-0.3, -0.4, 0.3], [0.1, -0.1, 0.3], [0.1, 0.0, 0.0], [0.1, 0.0, -0.1], [0.1, 0.0, -0.1], [-0.3, -0.2, 0.0], [0.0, -0.3, -0.3], [0.3, -0.1, 0.1], [0.0, 0.1, 0.0], [0.0, 0.1, 0.1], [0.0, 0.1, 0.0], [-0.2, -0.1, -0.2], [0.0, 0.0, 0.0], [0.0, 0.0, 0.0], [0.0, 0.1, 0.0], [0.0, 0.0, 0.0], [0.0, 0.0, 0.0], [0.0, 0.0, 0.0], [0.0, -0.1, 0.1], [0.1, 0.1, 0.0], [-0.1, 0.0, 0.0], [0.0, 0.0, 0.0], [0.1, -0.2, -0.1], [0.0, 0.0, -0.3], [0.1, 0.2, 0.3], [-0.3, -0.1, 0.1]]}

{"formula": "C22H19F6GaN5O7S4", "method": "the ωB97M-V functional and the def2-TZVPD basis", "total_charge": -1, "lumo_ev": 1.83, "e_tot_ha": -5767.116711, "species": ["Ga", "N", "C", "S", "N", "N", "C", "C", "C", "C", "C", "C", "C", "C", "C", "C", "C", "C", "N", "H", "H", "H", "H", "H", "H", "H", "H", "H", "H", "H", "F", "C", "F", "F", "S", "O", "O", "N", "S", "O", "O", "C", "F", "F", "F", "C", "S", "O", "O", "O", "H", "H", "H", "C", "C", "C", "C", "C", "C", "H", "H", "H", "H", "H"], "xyz": [[0.1460, 0.3120, 1.0742], [0.2465, -3.7595, -0.1592], [0.7298, -2.5582, 0.2461], [0.2548, -1.9786, 1.8119], [1.5822, -1.9275, -0.5175], [1.8148, -0.6633, -0.1059], [2.9823, -0.1386, -0.1873], [4.1928, -0.9111, -0.5799], [4.2273, -1.6400, -1.7669], [5.3408, -2.4026, -2.0862], [6.4231, -2.4583, -1.2181], [6.3889, -1.7462, -0.0273], [5.2806, -0.9747, 0.2903], [3.0804, 1.2646, 0.2812], [4.2395, 2.0251, 0.1784], [4.2522, 3.2990, 0.7255], [3.1099, 3.7891, 1.3334], [1.9788, 2.9899, 1.3374], [1.9740, 1.7645, 0.8298], [-0.5776, -4.0567, 0.3426], [0.2012, -3.9084, -1.1562], [3.3757, -1.6107, -2.4310], [5.3587, -2.9680, -3.0102], [7.2873, -3.0636, -1.4650], [7.2248, -1.8035, 0.6596], [5.2375, -0.4430, 1.2333], [5.1082, 1.6239, -0.3226], [5.1498, 3.9031, 0.6722], [3.0878, 4.7683, 1.7915], [1.0420, 3.3311, 1.7638], [-5.0985, -0.1090, 0.6009], [-4.8442, -0.8094, 1.6987], [-5.0285, 0.0044, 2.7555], [-5.7132, -1.8147, 1.7982], [-3.0824, -1.4335, 1.7747], [-2.3394, -0.3327, 1.1810], [-2.9104, -1.6953, 3.1708], [-2.9964, -2.7740, 0.9441], [-3.2957, -2.9562, -0.6050], [-2.7317, -4.2161, -1.0052], [-4.6457, -2.6490, -0.9798], [-2.2968, -1.7402, -1.6037], [-2.2430, -2.2291, -2.8552], [-1.0455, -1.6470, -1.1442], [-2.8407, -0.5363, -1.6536], [0.0672, -0.2880, 4.9212], [0.7771, 0.9175, 3.8112], [1.0894, 2.0960, 4.5834], [1.9123, 0.2992, 3.1521], [-0.3096, 1.1973, 2.7810], [0.0698, 0.1478, 5.9165], [0.6872, -1.1806, 4.8718], [-0.9448, -0.5175, 4.5881], [-1.5746, 3.4753, -2.1017], [-0.4945, 2.6684, -2.4425], [-0.0245, 1.7226, -1.5410], [-0.6167, 1.5595, -0.2892], [-1.7014, 2.3730, 0.0354], [-2.1764, 3.3263, -0.8593], [-1.9409, 4.2169, -2.8026], [-0.0276, 2.7786, -3.4149], [0.8155, 1.0927, -1.8208], [-2.1787, 2.2542, 1.0015], [-3.0224, 3.9499, -0.5917]], "atomic_forces_ev_per_a": [[0.3, 0.0, -0.5], [0.1, -0.1, 0.3], [0.4, -0.1, 0.2], [-0.2, 0.4, -0.1], [0.0, -0.2, -0.3], [0.1, 0.4, 0.3], [0.0, -0.3, 0.0], [0.0, 0.0, 0.0], [0.1, 0.1, 0.0], [0.0, 0.0, 0.0], [0.0, 0.0, 0.0], [0.0, 0.0, 0.0], [-0.1, 0.0, 0.0], [0.0, 0.1, 0.0], [0.0, 0.0, -0.1], [0.0, 0.0, 0.0], [0.0, 0.1, -0.1], [-0.1, -0.1, -0.1], [0.0, -0.1, 0.4], [0.0, -0.1, -0.1], [0.1, 0.0, 0.0], [0.0, 0.0, 0.0], [0.0, 0.0, 0.0], [0.0, 0.0, 0.0], [0.0, 0.0, 0.0], [0.0, 0.0, 0.0], [0.0, 0.0, 0.0], [0.0, 0.0, 0.0], [0.0, 0.0, 0.0], [0.0, 0.0, 0.0], [0.0, -0.1, -0.1], [0.1, 0.0, 0.3], [0.0, -0.1, -0.2], [0.0, 0.0, 0.0], [0.0, 0.4, -0.5], [-0.4, -0.4, 0.2], [0.1, -0.2, -0.1], [0.0, 0.4, -0.1], [-0.1, 0.0, 0.3], [0.0, 0.0, 0.1], [0.0, 0.0, 0.0], [-0.1, -0.2, 0.0], [0.1, 0.1, 0.1], [-0.5, 0.4, -0.5], [0.0, 0.0, 0.0], [-0.1, 0.0, -0.2], [0.4, 0.3, 0.6], [-0.3, 0.1, -0.1], [0.0, -0.1, 0.0], [0.5, -0.3, -0.1], [0.0, -0.1, 0.0], [0.0, 0.0, 0.0], [0.0, 0.0, 0.1], [0.1, 0.0, 0.0], [-0.1, 0.0, 0.0], [0.0, -0.1, 0.0], [-0.2, -0.4, 0.1], [0.0, 0.0, 0.0], [0.0, 0.0, 0.0], [0.0, 0.0, 0.0], [0.0, 0.0, 0.0], [0.0, 0.0, 0.0], [0.0, 0.0, -0.1], [0.0, 0.0, 0.0]]}

{"formula": "C22H19MnN5O3", "method": "the ωB97M-V functional and the def2-TZVPD basis", "multiplicity": 6, "total_charge": 0, "lumo_ev": [-0.17, -0.24], "e_tot_ha": -2500.232698, "s_squared": 8.76, "species": ["Mn", "O", "C", "C", "C", "C", "C", "C", "C", "N", "N", "C", "O", "C", "C", "C", "C", "C", "C", "H", "H", "H", "H", "H", "H", "H", "H", "H", "H", "O", "N", "C", "C", "C", "C", "C", "H", "H", "H", "H", "H", "N", "C", "C", "N", "C", "H", "H", "H", "H"], "xyz": [[0.3644, -0.1205, -1.5267], [0.5975, -1.8662, -2.3886], [0.5965, -3.0498, -1.8458], [1.0471, -4.1655, -2.5794], [1.4315, -5.3262, -1.9549], [1.4703, -5.3984, -0.5480], [0.8057, -4.4301, 0.1702], [0.1759, -3.3103, -0.4760], [-0.6425, -2.4443, 0.2432], [-0.9081, -1.2056, -0.1656], [-1.7167, -0.4905, 0.6120], [-1.6638, 0.8085, 0.2528], [-1.0779, 1.2428, -0.8087], [-2.2245, 1.8351, 1.1721], [-2.1064, 3.2075, 0.9811], [-2.2203, 4.1148, 2.0391], [-2.4404, 3.6399, 3.3258], [-2.7009, 2.2686, 3.5143], [-2.6701, 1.3836, 2.4108], [1.2370, -4.0669, -3.6456], [1.7784, -6.1793, -2.5510], [1.8768, -6.2778, -0.0416], [0.7091, -4.5929, 1.2358], [-1.0648, -2.8176, 1.1890], [-1.9814, 3.6140, -0.0399], [-2.1707, 5.2054, 1.8809], [-2.3507, 4.3067, 4.1748], [-2.9523, 1.9050, 4.4998], [-2.8106, 0.3211, 2.6432], [1.9444, 0.2043, -0.2361], [1.5719, 0.3033, 1.0394], [1.2431, 1.5353, 1.5626], [0.6092, 1.5616, 2.7841], [0.2353, 0.3631, 3.4323], [0.8752, -0.8100, 3.0078], [1.5232, -0.8384, 1.8028], [1.3833, 2.3954, 0.9459], [0.2829, 2.5144, 3.1838], [-0.5364, 0.3571, 4.1917], [0.8299, -1.7089, 3.6032], [1.8820, -1.7404, 1.3097], [1.0178, 2.9440, -4.3619], [1.5386, 1.9415, -5.1473], [1.2917, 0.7753, -4.4795], [0.7239, 1.0435, -3.2713], [0.5238, 2.3664, -3.2343], [1.0715, 3.9259, -4.5797], [2.0781, 2.0977, -6.0526], [1.5110, -0.2373, -4.8396], [0.0114, 2.8952, -2.4341]], "atomic_forces_ev_per_a": [[-0.5, 0.1, 0.0], [-0.2, -1.5, -0.3], [-0.1, 0.6, 0.5], [0.4, -0.3, -0.3], [0.5, -0.3, 0.2], [-0.4, -0.5, -0.1], [-0.8, 0.2, -0.7], [2.4, -1.4, -1.1], [-1.2, 2.8, 0.3], [1.0, -3.1, 0.1], [-0.7, 2.8, 1.2], [-0.3, -1.0, -1.0], [0.1, 0.2, 0.4], [-0.3, -0.8, 0.8], [-0.1, 0.9, -0.9], [-0.2, 0.1, -0.1], [0.1, -0.9, 0.1], [-0.2, 0.5, -1.2], [0.4, 0.5, 2.0], [-0.3, 0.2, 0.1], [0.0, 0.4, 0.2], [-0.1, 0.3, -0.2], [-0.2, 0.3, 0.2], [0.0, 0.4, -0.2], [0.3, -0.5, 0.7], [0.2, -0.7, -0.1], [-0.3, 0.0, 0.0], [0.0, -0.1, 0.1], [0.1, 0.4, -0.6], [0.3, 0.3, 1.0], [0.1, 0.1, 0.2], [0.0, -2.0, 0.3], [-0.9, -0.5, 0.4], [1.2, 0.3, -0.8], [-0.7, 0.5, 0.6], [0.0, 1.0, -1.1], [0.2, 0.1, -0.4], [-0.1, 0.0, -0.2], [0.5, 0.1, 0.3], [-0.3, -0.2, -0.2], [0.0, 0.4, 0.1], [0.1, -0.4, 0.3], [-0.3, -0.5, 0.4], [0.8, -0.3, -0.7], [-0.8, 1.6, -0.2], [0.3, -0.6, -0.2], [-0.2, -0.1, 0.2], [0.0, 0.3, -0.4], [-0.1, 0.6, 0.5], [0.2, -0.2, -0.2]]}

{"formula": "C22H19MoN7O2", "method": "the ωB97M-V functional and the def2-TZVPD basis", "total_charge": 2, "lumo_ev": [-8.98, -8.98], "e_tot_ha": -1451.063421, "species": ["Mo", "C", "C", "C", "C", "N", "C", "N", "C", "N", "C", "N", "C", "C", "C", "C", "C", "N", "C", "C", "C", "C", "C", "C", "H", "H", "H", "H", "H", "H", "H", "H", "H", "H", "H", "H", "C", "C", "N", "O", "C", "C", "N", "O", "H", "H", "H", "H", "H", "H", "H"], "xyz": [[0.1687, -0.1055, -0.7301], [-2.8497, -3.0377, -1.9547], [-3.7151, -3.1298, -0.8639], [-3.3629, -2.5072, 0.3057], [-2.1694, -1.7847, 0.4061], [-1.3648, -1.6247, -0.6919], [-1.7183, -2.2861, -1.8353], [-1.8804, -1.3222, 1.6666], [-0.8244, -0.7240, 2.0426], [0.2622, -0.2972, 1.2321], [1.2200, 0.2882, 2.0929], [2.3384, 0.8058, 1.7649], [2.8731, 0.7837, 0.5086], [4.1614, 1.3191, 0.3933], [4.8505, 1.2499, -0.7887], [4.2522, 0.6072, -1.8783], [2.9863, 0.1311, -1.7418], [2.2521, 0.2400, -0.5891], [0.7158, 0.2303, 3.4632], [1.2805, 0.6747, 4.6418], [0.5432, 0.4802, 5.8041], [-0.7070, -0.1382, 5.7734], [-1.2646, -0.5840, 4.5801], [-0.5268, -0.3818, 3.4327], [-3.0556, -3.5412, -2.8888], [-4.6343, -3.6980, -0.9324], [-3.9649, -2.5685, 1.2005], [-1.0468, -2.1940, -2.6685], [4.5822, 1.7551, 1.2879], [5.8492, 1.6601, -0.8696], [4.7705, 0.4773, -2.8184], [2.5178, -0.3748, -2.5642], [2.2519, 1.1515, 4.6568], [0.9454, 0.8151, 6.7519], [-1.2538, -0.2724, 6.6976], [-2.2339, -1.0650, 4.5504], [0.4814, 2.2804, -3.2764], [-0.1830, 1.0755, -2.6950], [0.0445, -0.1556, -3.0483], [1.0045, -0.2597, -4.0166], [-1.3967, 1.1709, -1.8157], [-2.7864, 1.2218, -2.3379], [-1.0793, 1.4261, -0.5304], [-1.7672, 1.8655, 0.3590], [1.5627, 2.1643, -3.3207], [0.2255, 3.1713, -2.7097], [0.1293, 2.4055, -4.3043], [0.9288, -1.1656, -4.3542], [-2.8629, 0.7088, -3.2938], [-3.0683, 2.2688, -2.4764], [-3.4816, 0.7897, -1.6169]], "atomic_forces_ev_per_a": [[-1.2, -1.4, 0.0], [-0.1, -0.1, 0.0], [-0.1, 0.0, 0.0], [-0.1, -0.1, 0.1], [0.2, 0.1, -0.3], [-0.1, 0.2, 0.8], [0.3, 0.1, 0.2], [-0.1, -0.1, -0.3], [0.1, 0.4, 0.0], [-0.2, 0.1, -0.3], [0.2, -0.3, 0.1], [-0.1, 0.1, 0.0], [0.0, -0.2, -0.5], [0.0, 0.0, 0.2], [0.0, 0.0, -0.1], [0.3, 0.1, 0.0], [-0.3, 0.0, 0.4], [0.3, 0.3, 0.6], [0.0, 0.1, -0.2], [0.1, 0.1, 0.1], [0.1, 0.0, 0.0], [0.0, 0.0, 0.0], [-0.1, -0.1, 0.1], [-0.1, 0.0, -0.1], [0.0, 0.0, 0.0], [0.0, 0.0, 0.0], [0.0, 0.0, 0.0], [0.1, 0.0, 0.0], [0.0, 0.0, 0.0], [0.0, 0.0, 0.0], [0.0, 0.0, 0.0], [-0.1, 0.0, -0.1], [0.0, 0.0, 0.0], [0.0, 0.0, 0.0], [0.0, 0.0, 0.0], [0.0, 0.0, 0.0], [0.0, -0.1, 0.1], [-0.9, 0.9, -1.6], [1.1, 0.9, 0.2], [-0.5, 0.0, -0.1], [0.7, -0.3, 0.2], [0.0, 0.0, 0.0], [0.6, -0.6, 0.3], [-0.2, 0.4, 0.1], [0.1, 0.0, 0.0], [0.0, 0.0, 0.0], [0.0, 0.0, 0.0], [0.2, -0.1, 0.0], [0.0, 0.0, 0.0], [0.0, 0.0, 0.0], [0.0, 0.0, 0.0]]}

Record order is preserved below.
ΔE to the lowest compared entry with this formula, charge and spin: 4.6, 29.8, 25.3, 0.0, 17.0 kcal/mol